P.
ORCA calculation (ωB97M-V with the def2-TZVPD basis set) on 2 unconnected molecules or ions with the total composition C4H8N4O.

ORCA input file:
```
! wB97M-V def2-TZVPD RIJCOSX def2/J DEFGRID3
* xyz 0 1
C 0.933 1.283 1.459
C 0.381 0.983 0.096
C 1.634 -1.571 -0.258
O 0.770 1.478 -0.953
N 2.588 -1.828 0.350
H 0.153 1.564 2.169
H 1.691 2.068 1.397
H 1.431 0.401 1.867
C -0.956 -0.007 -0.047
N -1.646 0.183 -1.231
N 0.540 -1.619 -1.076
N -1.547 -0.332 1.059
H -1.174 0.828 -1.863
H -2.649 0.288 -1.139
H 0.635 -1.060 -1.939
H -0.229 -2.248 -0.820
H -2.556 -0.412 0.929
*
```

Q.
ORCA calculation (ωB97M-V with the def2-TZVPD basis set) on C4H8N4O in the gas phase.

ORCA input file:
```
! wB97M-V def2-TZVPD RIJCOSX def2/J DEFGRID3
* xyz 0 1
C 0.167 -0.532 0.109
C -0.141 0.410 1.187
C -0.406 1.726 0.519
C 0.082 0.002 -2.306
H -0.170 -3.603 0.617
H -0.409 -2.392 1.710
H 0.782 0.496 1.799
H -0.987 0.193 1.823
H -0.085 2.485 1.177
H -1.518 1.937 0.247
H 1.305 2.136 -0.602
H -0.034 0.908 -2.967
N 0.287 -2.739 1.037
N 0.381 -1.795 -0.024
N 0.435 1.638 -0.654
N 0.544 0.249 -1.016
O -0.234 -1.119 -2.659
*
```

It is P that is the most stable of them.